The following is a quantum chemistry calculation of C26H54N6O3P2RuSb2 as an isolated structure in a non-equilibrium geometry, from the OMol25 dataset.

For the LUMO energy (alpha / beta), the calculation gives -11.5 / -13.8 eV. The total charge is +4. The value obtained for the HOMO energy (alpha / beta) is -18.66 / -19.03 eV. The HOMO-LUMO gap (alpha / beta) is 7.21 / 5.21 eV. As for the spin multiplicity: 5.

The geometry in XYZ format:
```
94
C26H54N6O3P2RuSb2 ωB97M-V/def2-TZVPD
Ru 0.039 0.556 0.154
C -2.110 -1.394 2.981
Sb -2.045 0.317 1.747
C -4.026 0.484 1.036
C -1.957 1.795 3.370
C -2.233 3.186 2.983
C -3.555 3.616 2.881
C -3.849 4.911 2.518
C -2.798 5.840 2.215
C -1.494 5.456 2.316
C -1.157 4.153 2.738
C 0.241 3.825 2.979
Sb 1.159 2.857 1.195
C 3.155 3.537 1.462
C 0.553 4.308 -0.243
H -2.923 -1.241 3.690
H -1.167 -1.518 3.507
H -2.320 -2.271 2.371
H -4.686 0.423 1.901
H -4.222 -0.357 0.372
H -4.175 1.420 0.505
H -0.976 1.622 3.807
H -2.732 1.404 4.030
H -4.359 2.934 3.129
H -4.880 5.240 2.469
H -3.048 6.857 1.939
H -0.704 6.177 2.145
H 0.420 3.131 3.798
H 0.862 4.716 3.085
H 3.169 4.583 1.160
H 3.811 2.948 0.823
H 3.452 3.439 2.503
H 0.807 5.300 0.127
H -0.516 4.247 -0.435
H 1.114 4.119 -1.158
C 5.488 -1.012 -1.456
N 4.175 -0.436 -1.806
C 4.150 0.345 -3.060
P 2.804 -0.745 -1.048
O 1.816 0.410 -1.071
O 3.307 -0.911 0.499
P 2.414 -1.006 1.800
O 0.946 -0.626 1.526
N 2.453 -2.531 2.301
C 3.760 -3.086 2.714
C 1.274 -3.276 2.779
N 3.106 0.116 2.758
C 2.454 0.327 4.065
C 4.573 0.318 2.800
N 2.121 -2.135 -1.511
C 0.714 -2.467 -1.299
C 2.968 -3.319 -1.764
H 5.840 -1.665 -2.255
H 5.437 -1.581 -0.532
H 6.216 -0.211 -1.333
H 4.515 -0.260 -3.889
H 4.794 1.218 -2.959
H 3.140 0.679 -3.287
H 4.579 -2.543 2.244
H 3.819 -4.125 2.394
H 3.883 -3.055 3.797
H 0.369 -2.881 2.328
H 1.189 -3.240 3.867
H 1.377 -4.321 2.486
H 1.390 0.091 4.009
H 2.571 1.371 4.360
H 2.902 -0.290 4.846
H 5.009 0.170 1.818
H 5.048 -0.355 3.514
H 4.776 1.340 3.118
H 0.114 -1.567 -1.169
H 0.576 -3.118 -0.432
H 0.329 -2.980 -2.180
H 3.955 -3.022 -2.104
H 2.508 -3.915 -2.549
H 3.064 -3.933 -0.866
N -0.941 1.330 -1.319
C -1.259 1.771 -2.368
N -1.594 2.231 -3.491
C -1.239 3.647 -3.904
C -1.581 3.841 -5.374
C -1.041 2.688 -6.223
C -1.632 1.321 -5.796
C -2.381 1.396 -4.471
H -0.170 3.783 -3.741
H -1.784 4.342 -3.267
H -1.135 4.786 -5.680
H -2.659 3.948 -5.507
H 0.047 2.669 -6.140
H -1.264 2.877 -7.270
H -0.847 0.567 -5.732
H -2.352 0.959 -6.529
H -2.552 0.412 -4.041
H -3.344 1.887 -4.586
```